Record 1
C26H33NOS5Tc as an isolated structure. Source: OMol25; level of theory: ωB97M-V/def2-TZVPD.

Structure (XYZ):
```
67
Properties=species:S:1:pos:R:3:mulliken_spin:R:1
Tc 0.94312 0.18456 -0.86229 2.469
C 1.71762 3.51137 -0.94965 0.009
C 1.51497 3.04344 -2.39206 0.016
S 2.22586 1.37285 -2.51107 -0.052
C 1.68603 0.50049 -4.01551 0.018
C 2.13412 -0.94779 -3.82636 0.004
S 1.38836 -1.72596 -2.31818 0.021
C 2.79727 -2.56857 -1.45255 0.005
C 2.91036 -2.14683 0.01231 0.001
S 3.14504 -0.33792 -0.01744 -0.048
C 2.94960 0.45642 1.61612 0.013
C 2.77022 1.94255 1.30775 0.004
S 1.22352 2.27115 0.33998 0.019
H 1.10073 4.39141 -0.77159 0.000
H 2.75420 3.77559 -0.74143 -0.001
H 2.07155 3.69778 -3.06556 -0.002
H 0.47004 3.02263 -2.68476 -0.001
H 2.19845 0.93008 -4.87772 -0.002
H 0.61232 0.61718 -4.14303 -0.002
H 3.21711 -1.02018 -3.72698 0.000
H 1.82459 -1.55066 -4.67938 0.000
H 3.70447 -2.34926 -2.01554 0.000
H 2.61025 -3.63970 -1.51643 0.000
H 3.77975 -2.62078 0.46987 -0.002
H 2.01361 -2.38587 0.57913 0.003
H 3.86144 0.31260 2.19714 -0.001
H 2.10570 0.02067 2.14735 0.005
H 3.60964 2.33614 0.73406 0.001
H 2.69076 2.50681 2.23623 0.000
O -0.00031 -0.78077 0.65676 0.076
S -1.14295 -0.47131 1.69775 0.011
C -2.31347 -1.79418 1.49905 0.150
C -1.93838 -3.03639 0.96097 -0.008
C -2.87525 -4.03991 0.94848 0.027
C -4.16202 -3.81278 1.49851 0.121
C -4.52578 -2.54995 2.00394 0.029
C -3.60441 -1.53086 2.01037 -0.002
C -0.52672 -0.90628 3.29551 0.045
C 0.35949 -1.96818 3.48386 0.012
C 0.70974 -2.29690 4.77904 0.001
C 0.14883 -1.60228 5.85659 0.020
C -0.72490 -0.53922 5.64570 0.003
C -1.07584 -0.17803 4.35505 0.000
H -0.94622 -3.19779 0.56276 -0.005
H -2.63143 -5.00720 0.52837 0.001
H -4.87557 -4.62817 1.53714 0.000
H -5.52429 -2.38013 2.38559 0.001
H -3.87656 -0.55202 2.38809 0.000
H 0.74757 -2.53282 2.64736 0.002
H 1.41003 -3.10135 4.96174 0.000
H 0.38753 -1.90520 6.86823 0.000
H -1.12630 0.01347 6.48482 0.000
H -1.74861 0.65495 4.18528 -0.001
N -1.08875 0.41341 -1.72654 -0.014
C -1.51794 1.70632 -2.27034 0.003
C -1.71995 1.84830 -3.63109 -0.020
C -2.12382 3.08496 -4.12606 0.011
C -2.32794 4.15063 -3.26091 0.026
C -2.14784 3.98379 -1.89170 -0.005
C -1.73898 2.75502 -1.38929 0.011
H -1.69148 0.19475 -0.93491 0.019
H -1.27163 -0.32476 -2.40455 0.011
H -1.60889 1.00681 -4.30838 -0.001
H -2.30716 3.20459 -5.18562 0.000
H -2.65292 5.10597 -3.65077 0.000
H -2.34929 4.80408 -1.21511 0.000
H -1.62829 2.60917 -0.31810 0.000
```

Its expectation value of S² is 3.7834. The value obtained for the orbital gap (spin up / spin down) is 0.271 / 0.106 Eh. The calculation puts the largest force on an atom at 0.01499 hartree/bohr. The value obtained for the LUMO energy (spin up / spin down) is -12.4 / -16.0 eV. The calculation puts the energy above the lowest of the compared OMol25 structures with the same formula, charge and spin at 35.5 kcal/mol. The HOMO energy (spin up / spin down) comes out at -19.795 / -18.891 eV. Its spin multiplicity is 4. The net charge is +4.

Record 2
C35H41IN8O4SiZr as an isolated structure. Source: OMol25; level of theory: ωB97M-V/def2-TZVPD.

Structure (XYZ):
```
91
Properties=species:S:1:pos:R:3:lowdin_charge:R:1
Zr 7.84347 -15.28824 -8.20271 1.534
C 6.92641 -14.99021 -3.53070 -0.011
C 7.03394 -13.73941 -4.37031 -0.218
N 6.36852 -12.72634 -3.83560 0.129
C 6.30420 -11.56476 -4.45957 -0.063
C 6.76275 -11.33555 -5.76382 -0.149
C 6.47885 -10.01882 -6.39299 -0.204
O 7.45929 -8.98571 -6.08860 -0.045
C 7.47492 -12.37962 -6.39654 -0.097
C 8.04238 -12.25515 -7.71707 0.045
N 8.64597 -13.24527 -8.41298 -0.144
C 9.50069 -13.04779 -9.51261 -0.370
C 9.15757 -12.24147 -10.62455 -0.016
C 10.10850 -12.04388 -11.62661 -0.044
C 11.40620 -12.59938 -11.53117 -0.028
C 11.66712 -13.51488 -10.49211 -0.115
C 10.74345 -13.73715 -9.47064 -0.605
I 11.07366 -15.10621 -7.91623 1.137
C 7.57249 -13.61625 -5.72210 -0.245
O 8.08053 -14.70078 -6.29911 -0.327
H 6.58963 -14.68518 -2.53732 0.092
H 7.84273 -15.59725 -3.48389 0.087
H 6.16790 -15.66722 -3.94046 0.067
H 5.79758 -10.77673 -3.89064 0.141
H 5.53865 -9.58841 -5.99918 0.140
H 6.40656 -10.07501 -7.46976 0.102
H 8.36180 -9.35597 -6.18190 0.099
H 7.98955 -11.27498 -8.22394 0.149
H 8.18173 -11.73857 -10.67524 0.126
H 9.89481 -11.41809 -12.47100 0.110
H 12.19677 -12.32067 -12.19330 0.111
H 12.60612 -14.06380 -10.48569 0.109
N 7.22822 -17.35731 -7.10652 -0.041
C 7.00615 -18.43004 -8.10649 -0.275
C 7.15272 -19.83815 -7.46352 -0.113
C 6.67430 -21.03049 -8.34398 -0.152
C 5.27969 -20.86565 -8.94538 -0.160
N 5.25752 -19.90463 -10.05275 0.083
C 4.20705 -19.20615 -10.45849 -0.440
N 4.37322 -18.31416 -11.47018 0.171
N 2.97710 -19.37061 -9.90795 0.212
C 7.94895 -18.06043 -9.30926 -0.545
O 7.90537 -18.74194 -10.35144 0.046
O 8.72110 -17.05477 -9.09448 -0.285
H 8.13202 -17.50805 -6.61486 0.126
H 6.51335 -17.35585 -6.36845 0.103
H 5.96795 -18.34161 -8.44435 0.107
H 6.52090 -19.81131 -6.54649 0.128
H 8.21394 -20.00464 -7.15179 0.140
H 6.70369 -21.97453 -7.77071 0.133
H 7.39777 -21.16160 -9.15679 0.120
H 4.54106 -20.58561 -8.16323 0.125
H 4.90879 -21.82085 -9.35093 0.138
H 6.19649 -19.65070 -10.40287 0.123
H 5.34399 -18.04957 -11.72133 0.123
H 3.65450 -17.60882 -11.65156 0.116
H 2.81433 -20.01768 -9.13982 0.118
H 2.21230 -18.74429 -10.17255 0.139
N 6.49811 -15.01880 -11.38831 0.009
C 6.68356 -15.36130 -12.67434 -0.076
C 7.95379 -15.89003 -12.81380 -0.038
C 8.50475 -15.89962 -11.55223 -0.111
N 7.59206 -15.37272 -10.67121 -0.084
H 5.60697 -14.72145 -10.96349 0.107
H 5.97008 -15.11559 -13.43649 0.126
H 8.43784 -16.29608 -13.68841 0.118
H 9.49225 -16.31401 -11.30329 0.138
C 2.61139 -11.44566 -9.83687 -0.071
C 3.23238 -11.24697 -8.60250 -0.058
C 3.91841 -12.31999 -7.98581 -0.101
C 4.01075 -13.56189 -8.60654 -0.363
C 3.33181 -13.75347 -9.79578 -0.180
C 2.63704 -12.70919 -10.43296 -0.065
Si 5.05727 -15.08618 -8.02290 0.759
C 4.03428 -15.61930 -6.48360 -0.347
C 3.74882 -14.88902 -5.32379 -0.090
C 2.99662 -15.49066 -4.28936 -0.044
C 2.49851 -16.79991 -4.43356 -0.061
C 2.80035 -17.53404 -5.57919 -0.067
C 3.55455 -16.91732 -6.61680 -0.160
H 2.03943 -10.64614 -10.31883 0.116
H 3.23340 -10.27287 -8.12501 0.108
H 4.38325 -12.11874 -7.02381 0.083
H 3.32269 -14.70303 -10.30521 0.034
H 2.21519 -12.84596 -11.41807 0.104
H 4.51060 -16.38390 -9.68958 0.042
H 4.06945 -13.87468 -5.14602 0.090
H 2.73356 -14.93563 -3.41754 0.104
H 1.92139 -17.26581 -3.65484 0.107
H 2.41885 -18.53675 -5.72234 0.098
H 3.67193 -17.48427 -7.51401 0.036
```

The value obtained for the orbital gap is 0.252 Eh. The calculation puts the largest force on an atom at 0.05932 hartree/bohr. The value obtained for the LUMO energy is -6.4 eV. The calculation puts the energy above the lowest of the compared OMol25 structures with the same formula, charge and spin at 24.7 kcal/mol. The HOMO energy comes out at -13.301 eV. Its spin multiplicity is 1. The net charge is +2.